This record from the OMol25 dataset describes C2H3EuFO as an isolated structure. The level of theory is ωB97M-V/def2-TZVPD.

CARTESIAN COORDINATES (ANGSTROEM)
Eu1 1.53 -0.49 -0.30
F1 -2.15 0.93 -0.20
O1 1.35 1.24 1.01
C1 -1.19 -1.18 -0.25
C2 -1.59 -0.08 0.44
H1 -1.68 -0.03 1.53
H2 -1.33 -1.24 -1.33
H3 -0.95 -2.08 0.34

* energy: -963.056855 a.u.
* maximum force: 1.723 eV/A
* ⟨S²⟩: 20.01
* 2S+1: 9
* charge: +1
* LUMO energy (spin up / spin down): -5.14 / -5.27 eV
* Kohn-Sham gap (spin up / spin down): 8.5 / 8.8 eV

---

This record from the OMol25 dataset describes C2H3EuO2 as an isolated structure. The level of theory is ωB97M-V/def2-TZVPD.

CARTESIAN COORDINATES (ANGSTROEM)
Eu1 -1.28 3.56 -0.89
O1 -0.43 1.78 0.16
O2 2.37 -3.12 0.01
C1 1.53 -2.36 0.06
C2 -0.61 0.42 0.12
H1 -0.10 -0.18 -0.75
H2 -1.60 0.05 0.44
H3 0.12 -0.15 0.84

* energy: -937.964934 a.u.
* maximum force: 2.267 eV/A
* ⟨S²⟩: 12.02
* 2S+1: 7
* charge: +2
* LUMO energy (spin up / spin down): -10.13 / -12.28 eV
* Kohn-Sham gap (spin up / spin down): 8.8 / 6.0 eV

---

This record from the OMol25 dataset describes a 2-piece molecular cluster, C2H3F2IO overall. The level of theory is ωB97M-V/def2-TZVPD.

CARTESIAN COORDINATES (ANGSTROEM)
I1 -1.47 1.39 -2.43
F1 0.85 0.55 -0.32
F2 -0.06 0.70 1.60
O1 1.24 -2.36 0.35
C1 -1.36 1.34 -0.27
C2 -0.28 0.81 0.35
H1 1.28 -1.42 0.14
H2 2.05 -2.71 0.45
H3 -2.25 1.71 0.13

* energy: -650.619066 a.u.
* maximum force: 5.195 eV/A
* SMILES string: FC(F)=CI.O
* 2S+1: 1
* charge: 0
* LUMO energy: 0.06 eV
* Kohn-Sham gap: 9.5 eV

---

This record from the OMol25 dataset describes a 2-piece molecular cluster, C2H3F2IO overall. The level of theory is ωB97M-V/def2-TZVPD.

CARTESIAN COORDINATES (ANGSTROEM)
I1 0.67 0.62 3.67
F1 -2.32 0.48 1.90
F2 -1.86 1.89 0.37
O1 -0.72 -0.80 -0.94
C1 -0.18 1.41 1.87
C2 -1.40 1.16 1.43
H1 -0.93 0.11 -1.11
H2 -0.22 -1.37 -1.53
H3 0.51 1.93 1.17

* energy: -650.616183 a.u.
* maximum force: 3.745 eV/A
* SMILES string: FC(F)=CI.O
* 2S+1: 1
* charge: 0
* LUMO energy: 0.21 eV
* Kohn-Sham gap: 9.5 eV

---

This record from the OMol25 dataset describes a 2-piece molecular cluster, C2H3F2N overall. The level of theory is ωB97M-V/def2-TZVPD.

CARTESIAN COORDINATES (ANGSTROEM)
F1 1.27 -1.56 0.39
F2 0.49 1.60 1.13
N1 -1.53 0.75 0.37
C1 -0.29 0.80 0.47
C2 0.72 -0.97 -0.65
H1 1.41 -0.45 -1.31
H2 -0.04 -1.78 -1.08
H3 -2.02 1.62 0.70

* energy: -332.348914 a.u.
* maximum force: 5.150 eV/A
* 2S+1: 1
* charge: 0
* LUMO energy: 0.17 eV
* Kohn-Sham gap: 9.4 eV

---

This record from the OMol25 dataset describes a 2-piece molecular cluster, C2H3F2NO overall. The level of theory is ωB97M-V/def2-TZVPD.

CARTESIAN COORDINATES (ANGSTROEM)
F1 -1.40 1.03 -1.38
F2 -0.35 -0.30 -2.59
O1 1.42 -0.45 0.65
N1 -0.18 0.74 -1.70
C1 0.17 -0.75 0.24
C2 0.41 0.16 1.40
H1 0.16 -0.21 2.43
H2 0.24 1.26 1.04
H3 -0.48 -1.48 -0.10

* energy: -407.424396 a.u.
* maximum force: 5.008 eV/A
* 2S+1: 1
* charge: 0
* LUMO energy (spin up / spin down): 0.57 / -0.15 eV
* Kohn-Sham gap (spin up / spin down): 10.5 / 8.0 eV

---

This record from the OMol25 dataset describes one molecule with the formula C2H3F2NO. The level of theory is ωB97M-V/def2-TZVPD.

CARTESIAN COORDINATES (ANGSTROEM)
F1 0.76 0.55 -1.37
F2 1.48 -0.90 0.06
O1 -0.89 1.29 1.23
N1 -0.73 -0.96 -0.38
C1 0.38 -0.16 -0.21
C2 0.18 0.91 0.88
H1 -1.61 -0.47 -0.27
H2 -0.71 -1.56 -1.20
H3 1.14 1.30 1.26

* energy: -407.737310 a.u.
* maximum force: 0.543 eV/A
* SMILES string: NC(F)(F)C=O
* 2S+1: 1
* charge: 0
* LUMO energy: 0.46 eV
* Kohn-Sham gap: 11.3 eV

---

This record from the OMol25 dataset describes a 2-piece molecular cluster, C2H3F2NO2 overall. The level of theory is ωB97M-V/def2-TZVPD.

CARTESIAN COORDINATES (ANGSTROEM)
F1 1.40 0.70 2.65
F2 -0.99 0.57 -1.85
O1 1.94 2.63 1.12
O2 0.95 1.80 -0.59
N1 1.33 1.78 0.56
C1 0.93 0.63 1.36
C2 0.22 -0.33 0.81
H1 -0.06 -0.36 -0.24
H2 -0.09 -1.23 1.35
H3 -0.12 0.89 -1.63

* energy: -482.842321 a.u.
* maximum force: 2.386 eV/A
* SMILES string: C=C(F)[N+](=O)[O-].F
* 2S+1: 1
* charge: 0
* LUMO energy: -1.14 eV
* Kohn-Sham gap: 10.6 eV

---

This record from the OMol25 dataset describes an isolated ion of composition C2H3F2O4S and charge -1. The level of theory is ωB97M-V/def2-TZVPD.

CARTESIAN COORDINATES (ANGSTROEM)
S1 -0.20 0.28 -1.55
F1 0.45 -1.38 2.35
F2 -1.67 -0.01 0.84
O1 0.20 1.43 0.96
O2 0.14 1.70 -1.65
O3 -1.52 0.00 -2.05
O4 0.83 -0.62 -1.95
C1 0.50 -1.02 0.98
C2 -0.35 0.24 0.58
H1 0.09 -1.82 0.31
H2 1.60 -0.84 0.95
H3 -0.07 2.03 0.22

* energy: -976.950166 a.u.
* maximum force: 4.303 eV/A
* SMILES string: O=S(=O)([O-])[C@@](O)(F)CF
* 2S+1: 1
* charge: -1
* LUMO energy: 3.92 eV
* Kohn-Sham gap: 9.2 eV

---

This record from the OMol25 dataset describes one molecule with the formula C2H3F2P. The level of theory is ωB97M-V/def2-TZVPD.

CARTESIAN COORDINATES (ANGSTROEM)
P1 0.29 -1.38 -0.47
F1 -1.22 0.98 -0.94
F2 -1.69 -0.06 1.01
C1 0.69 0.19 0.48
C2 -0.73 0.04 0.10
H1 0.90 0.07 1.54
H2 0.50 -0.79 -1.72
H3 1.26 0.97 0.00

* energy: -619.035251 a.u.
* maximum force: 3.048 eV/A
* SMILES string: FC1(F)CP1
* 2S+1: 1
* charge: 0
* LUMO energy: 0.80 eV
* Kohn-Sham gap: 11.0 eV

---

This record from the OMol25 dataset describes a 2-piece molecular cluster, C2H3F3IN overall. The level of theory is ωB97M-V/def2-TZVPD.

CARTESIAN COORDINATES (ANGSTROEM)
I1 1.10 0.10 -2.23
F1 0.46 -1.88 0.40
F2 -1.12 -1.58 -1.06
F3 -1.28 -0.88 1.06
N1 0.57 1.09 0.72
C1 0.05 0.34 -0.29
C2 -0.39 -0.98 0.06
H1 0.65 2.06 0.49
H2 1.19 0.62 1.49
H3 -1.23 1.11 -0.65

* energy: -729.845585 a.u.
* maximum force: 4.891 eV/A
* ⟨S²⟩: 2.01
* 2S+1: 3
* charge: 0
* LUMO energy (spin up / spin down): 0.51 / -3.50 eV
* Kohn-Sham gap (spin up / spin down): 6.2 / 6.0 eV

---

This record from the OMol25 dataset describes one molecule with the formula C2H3F3Si. The level of theory is ωB97M-V/def2-TZVPD.

CARTESIAN COORDINATES (ANGSTROEM)
Si1 -0.42 0.85 0.04
F1 -0.78 2.41 -0.33
F2 3.60 -0.41 -0.29
F3 2.76 1.47 0.36
C1 2.49 0.22 -0.08
C2 1.26 -0.26 -0.13
H1 -0.96 1.05 1.32
H2 1.00 -1.31 -0.38
H3 -1.20 0.03 -0.80

* energy: -667.096321 a.u.
* maximum force: 2.451 eV/A
* SMILES string: F[SiH2]C=C(F)F
* 2S+1: 1
* charge: 0
* LUMO energy: 0.54 eV
* Kohn-Sham gap: 10.9 eV